# C39H45N3O3Tc

A structure of composition C39H45N3O3Tc (ωB97M-V/def2-TZVPD, OMol25).

Each line ends with the Löwdin charge.
Element x y z (Å)
Tc -0.04054 0.98959 0.24572  1.753
C -3.03949 0.82381 4.20974  -0.033
C -2.00428 0.25554 3.23037  -0.374
C -1.15671 -0.83099 3.90416  -0.036
C -2.71400 -0.24202 1.98727  -0.120
C -3.58293 -1.31701 2.08072  0.001
C -4.36209 -1.69986 0.99827  0.005
C -4.29411 -1.02482 -0.21859  -0.010
C -3.44182 0.04788 -0.38186  -0.132
C -3.33111 0.75482 -1.71193  -0.362
C -4.69751 1.03618 -2.33865  -0.037
C -2.43800 -0.06123 -2.65356  -0.040
C -2.66030 0.43691 0.73911  -0.191
N -1.86058 1.57260 0.63544  -0.108
C -2.34418 2.88524 0.59600  -0.417
O -3.45735 3.21260 0.88698  0.186
C -1.24137 3.77500 0.14104  -0.153
C -1.33076 5.12864 -0.08549  0.066
C -0.20770 5.78463 -0.58700  0.036
C 0.94801 5.06161 -0.85498  0.068
C 0.94615 3.70575 -0.59680  -0.144
N -0.12092 3.08726 -0.09868  0.023
C 2.07869 2.77057 -0.86044  -0.444
O 3.13597 3.10828 -1.31844  0.167
N 1.72532 1.48109 -0.48833  -0.091
C 2.70706 0.44279 -0.63961  -0.190
C 3.80057 0.43496 0.23492  -0.138
C 4.76491 -0.54873 0.03826  -0.016
C 4.64782 -1.47028 -0.98762  -0.033
C 3.56078 -1.42613 -1.85135  -0.012
C 2.57076 -0.46409 -1.69947  -0.149
C 1.46094 -0.34325 -2.72745  -0.387
C 0.98170 -1.69039 -3.26566  -0.052
C 1.91289 0.56944 -3.87035  -0.025
C 4.00449 1.47983 1.32105  -0.371
C 5.32104 2.22950 1.10567  -0.042
C 3.94935 0.87071 2.72669  -0.049
H -2.53475 1.31135 5.04266  0.093
H -3.66443 0.02894 4.61725  0.092
H -3.68877 1.55247 3.72539  0.090
H -1.34122 1.08302 2.94762  0.114
H -1.68623 -1.78174 3.95651  0.084
H -0.91279 -0.53429 4.92313  0.094
H -0.21653 -0.99721 3.38022  0.058
H -3.68811 -1.83927 3.02144  0.128
H -5.04416 -2.53306 1.10551  0.130
H -4.92629 -1.33722 -1.03790  0.128
H -2.83619 1.71926 -1.55470  0.121
H -5.17696 0.12125 -2.68599  0.084
H -4.57893 1.68638 -3.20449  0.093
H -5.36452 1.52809 -1.63193  0.097
H -2.87339 -1.04376 -2.84567  0.095
H -1.44059 -0.21781 -2.23045  0.037
H -2.32170 0.44879 -3.60937  0.099
H -2.25987 5.63909 0.12571  0.145
H -0.24148 6.84748 -0.77979  0.136
H 1.84406 5.51267 -1.25909  0.145
H 5.63531 -0.57556 0.68092  0.124
H 5.42068 -2.21299 -1.13464  0.120
H 3.50179 -2.13246 -2.66724  0.118
H 0.59451 0.15275 -2.25499  0.075
H 1.73870 -2.15303 -3.89764  0.087
H 0.09392 -1.55489 -3.88384  0.084
H 0.73984 -2.39140 -2.46822  0.072
H 2.76556 0.12261 -4.38338  0.100
H 2.22564 1.54853 -3.50522  0.077
H 1.11295 0.70461 -4.59835  0.089
H 3.19676 2.21121 1.25344  0.112
H 6.17658 1.56861 1.24825  0.086
H 5.41016 3.04163 1.82622  0.090
H 5.37587 2.64812 0.10174  0.084
H 4.62278 0.01754 2.81825  0.087
H 2.94280 0.53959 2.99260  0.063
H 4.25137 1.60939 3.46804  0.089
C 1.85439 -2.32805 1.50369  0.035
C 0.59673 -2.11776 0.75366  -0.288
O 0.21523 -0.92786 0.53771  -0.191
C -0.21213 -3.20018 0.26826  -0.154
C -1.41211 -2.93296 -0.41214  -0.005
C -2.17414 -3.97177 -0.89738  -0.034
C -1.75116 -5.28613 -0.70742  -0.009
C -0.56981 -5.56600 -0.02835  -0.026
C 0.19848 -4.53024 0.46214  0.019
H 2.24095 -1.38882 1.87779  0.073
H 2.59628 -2.76832 0.83221  0.117
H 1.69280 -3.02184 2.32992  0.116
H -1.73344 -1.91014 -0.55494  0.086
H -3.09450 -3.77076 -1.42756  0.116
H -2.34990 -6.10120 -1.09067  0.126
H -0.25582 -6.58956 0.11631  0.124
H 1.11506 -4.75356 0.98959  0.124

Forces on atoms 1 to 3 (eV/Å):
-0.0039 0.2860 -0.1325
-0.0366 0.0116 -0.0352
0.1201 0.0492 -0.0608

Values from the calculation:
**Total charge**: +2
**HOMO level (spin up / spin down)**: -14.0 / -14.1 eV
**Spin multiplicity**: 4
**LUMO (spin up / spin down)**: -0.322 / -0.292 Ha
**HOMO-LUMO gap (spin up / spin down)**: 0.194 / 0.225 hartree

# H24HeO12

A structure of composition H24HeO12 (ωB97M-V/def2-TZVPD, OMol25).

Each line ends with the Löwdin charge.
Element x y z (Å)
He -5.32110 -3.05468 -7.26018  0.137
O -2.05984 -4.56615 -7.84568  -0.049
H -2.81479 -5.09548 -7.58859  -0.018
H -2.10392 -3.79483 -7.28057  0.019
O -7.08752 -6.22654 -7.19274  -0.029
H -7.45482 -5.60945 -7.82560  0.011
H -7.66113 -6.15754 -6.42957  0.041
O -5.95151 -5.87243 -10.23017  -0.059
H -5.25610 -6.03171 -9.59200  -0.023
H -6.43601 -5.12672 -9.87604  -0.015
O -8.23208 -4.20208 -9.24525  -0.044
H -8.73624 -3.98582 -10.02966  0.063
H -8.08968 -3.36054 -8.81192  -0.015
O -4.44213 -6.16898 -7.93980  -0.057
H -3.95204 -6.99073 -7.96737  0.073
H -5.31222 -6.41880 -7.62872  0.004
O -3.69537 -2.78209 -10.50042  -0.060
H -4.36705 -2.37096 -9.95632  -0.026
H -3.41461 -3.54698 -9.99806  0.006
O -2.54369 -0.58646 -7.78224  -0.054
H -3.41359 -0.67457 -7.39272  -0.030
H -2.06899 -1.36370 -7.48767  0.015
O -5.15611 -0.49368 -6.58018  -0.067
H -5.62238 -1.04331 -5.95029  -0.018
H -5.80908 0.14164 -6.87383  0.046
O -6.06812 -1.19977 -10.06851  -0.037
H -5.75123 -0.30146 -10.16253  0.053
H -6.51689 -1.20871 -9.22308  -0.008
O -6.32507 -2.14155 -4.30582  -0.046
H -7.06973 -2.56417 -4.73373  -0.020
H -6.39669 -2.40169 -3.38744  0.048
O -8.68326 -3.33555 -5.36739  -0.029
H -9.62492 -3.18430 -5.28594  0.077
H -8.54036 -4.18708 -4.95422  0.067
O -8.22842 -1.88041 -7.81787  -0.036
H -8.84944 -1.16510 -7.95544  0.074
H -8.38832 -2.16746 -6.91883  0.011

Forces on atoms 1 to 3 (eV/Å):
-0.0032 -0.1020 -0.0297
0.4208 0.1135 -0.1551
-0.5343 -0.1763 0.0101

Values from the calculation:
**HOMO level**: -9.7 eV
**LUMO**: -0.033 Ha
**Energy relative to the best compared isomer or geometry (same formula, charge and spin)**: 26.0 kcal/mol
**HOMO-LUMO gap**: 0.323 hartree

# C42H78BrF9N9O10

A cluster of 7 separate species, C42H78BrF9N9O10 in total (ωB97M-V/def2-TZVPD, OMol25).

Each line ends with the Löwdin charge.
Element x y z (Å)
C 0.54485 -1.52326 4.00050  -0.021
C 1.20232 -1.49028 2.64217  -0.475
O 1.70758 -0.45549 2.21795  0.073
N 1.19768 -2.69698 1.83836  0.038
C 0.22127 -2.54949 0.73347  -0.219
C -1.11174 -2.05036 1.24470  -0.185
C -2.23622 -2.42391 0.28682  -0.169
C -1.89441 -1.97256 -1.13838  -0.130
C -1.27845 -0.57714 -1.27265  -0.159
N -0.16580 -0.74865 -2.28615  0.134
C 0.31934 0.53182 -2.84395  -0.243
C 1.60174 0.33650 -3.66191  -0.110
C 2.40707 1.63197 -3.72282  -0.039
C 3.08588 1.95262 -2.37770  -0.394
F 2.94661 0.90660 -1.49943  0.110
F 4.43413 2.09559 -2.58808  0.114
C 2.59546 3.26219 -1.71458  -0.313
F 1.24556 3.39919 -1.91672  0.106
F 3.18339 4.30513 -2.36828  0.153
C 2.85413 3.33524 -0.17817  -0.316
F 3.98255 2.66164 0.16864  0.162
F 1.76480 2.79906 0.43820  0.148
C 3.01221 4.79823 0.35038  -0.463
F 2.02336 5.61211 -0.08512  0.178
F 2.99079 4.73783 1.71511  0.143
F 4.23291 5.27094 -0.01846  0.163
C -0.80325 1.06679 -3.75760  -0.071
C -2.19798 0.65755 -3.23563  -0.216
C -3.31472 1.42701 -3.96645  -0.146
C -4.45919 0.52630 -4.43880  -0.191
C -5.63256 1.30271 -5.03341  -0.409
C -6.88035 0.38987 -5.13315  -0.065
C -5.29657 1.98186 -6.37553  -0.053
C -2.23706 0.58978 -1.69604  -0.346
C -3.61304 0.27085 -1.07518  -0.092
C -4.60273 1.42846 -0.99037  -0.712
O -5.53563 1.62799 -1.74000  0.045
Br -4.35950 2.63003 0.55199  0.751
O -1.69103 1.73148 -1.02164  -0.075
N -1.87670 2.95500 -1.70545  0.006
O -1.39260 3.82080 -1.10924  0.106
H -0.19493 -0.72679 4.02992  0.091
H -0.00356 -2.45280 4.12563  0.077
H 1.26742 -1.38964 4.79136  0.071
H 2.12663 -2.71875 1.42864  0.100
H 0.14210 -3.51557 0.23968  0.124
H 0.66938 -1.83187 0.03949  0.078
H -1.33158 -2.48941 2.21610  0.122
H -1.11046 -0.96769 1.37764  0.116
H -2.30609 -3.51287 0.23301  0.124
H -3.20555 -2.10988 0.66927  0.112
H -2.70835 -2.15390 -1.83943  0.128
H -1.10218 -2.65856 -1.45517  0.115
H -0.78541 -0.24243 -0.36466  0.150
H -0.43888 -1.38121 -3.03775  0.186
H 0.59297 -1.23836 -1.78828  0.131
H 0.47358 1.22120 -2.02147  0.137
H 1.35711 0.08288 -4.69304  0.125
H 2.21507 -0.48313 -3.28730  0.110
H 3.21122 1.56141 -4.44993  0.139
H 1.77788 2.45762 -4.04873  0.131
H -0.69873 0.67936 -4.76752  0.132
H -0.70393 2.15048 -3.76320  0.124
H -2.33073 -0.38282 -3.55901  0.144
H -2.85871 1.82928 -4.87495  0.108
H -3.68177 2.28482 -3.41448  0.110
H -4.10307 -0.26322 -5.10705  0.128
H -4.86575 0.02501 -3.55687  0.090
H -5.89200 2.09029 -4.32417  0.117
H -6.63773 -0.63075 -4.84895  0.070
H -7.67618 0.74902 -4.48350  0.082
H -7.29376 0.41893 -6.13242  0.047
H -5.55986 1.30693 -7.18823  0.071
H -4.24070 2.23971 -6.41862  0.059
H -5.88924 2.88721 -6.47700  0.082
H -3.42399 -0.00540 -0.03942  0.108
H -4.13505 -0.52446 -1.59484  0.129
C 2.94246 -3.21716 -2.32358  -0.327
O 2.12028 -2.77054 -1.52433  -0.036
N 4.07717 -3.81480 -1.98059  -0.163
C 5.01225 -4.32851 -2.96569  -0.039
C 4.39025 -3.96034 -0.56676  -0.030
H 2.79492 -3.15523 -3.41318  0.136
H 5.13706 -5.39858 -2.81627  0.064
H 5.97567 -3.82892 -2.84607  0.096
H 4.64365 -4.14799 -3.97349  0.088
H 3.60695 -4.53881 -0.07779  0.091
H 4.44010 -2.97571 -0.09778  0.096
H 5.34121 -4.46877 -0.44850  0.084
C -9.03725 -2.33901 -7.12937  -0.337
O -8.76834 -1.28000 -6.59622  0.006
N -8.27729 -2.93421 -8.06755  -0.198
C -8.64556 -4.19942 -8.67348  -0.056
C -7.04938 -2.27829 -8.48166  -0.040
H -9.94793 -2.90898 -6.88188  0.135
H -7.87177 -4.94560 -8.48250  0.089
H -8.76201 -4.07823 -9.75192  0.091
H -9.58552 -4.55354 -8.25665  0.083
H -6.38701 -2.15174 -7.62360  0.086
H -7.27248 -1.29056 -8.88719  0.094
H -6.55217 -2.87773 -9.23970  0.085
C 0.18340 -1.10026 7.99229  -0.338
O 0.23541 -1.17847 6.77527  -0.008
N 0.49310 -0.01421 8.71308  -0.188
C 0.40686 -0.01143 10.16018  -0.056
C 0.92582 1.20201 8.03259  -0.048
H -0.13722 -1.95221 8.61479  0.133
H -0.30155 0.75081 10.49043  0.089
H 1.38569 0.20488 10.59189  0.091
H 0.07111 -0.98213 10.51880  0.082
H 0.14946 1.54439 7.35212  0.081
H 1.82478 1.00727 7.45045  0.097
H 1.13177 1.97430 8.76636  0.081
C 5.09900 7.51771 5.71382  -0.365
O 5.93243 7.78065 6.55454  0.017
N 4.77795 6.27012 5.31519  -0.196
C 3.76883 6.01723 4.30417  -0.060
C 5.47238 5.14600 5.92370  -0.038
H 4.51938 8.30049 5.19376  0.131
H 2.96781 5.40504 4.72583  0.077
H 4.21510 5.48925 3.46618  0.072
H 3.34780 6.95635 3.94951  0.087
H 5.30844 5.14527 7.00164  0.091
H 6.54452 5.22989 5.74419  0.092
H 5.10332 4.21553 5.49962  0.088
C 1.28442 4.90411 7.08463  -0.349
O 1.49139 3.73837 6.80356  0.000
N 0.06453 5.44862 7.24204  -0.192
C -0.11899 6.84795 7.57869  -0.052
C -1.10370 4.60149 7.06748  -0.035
H 2.10256 5.62719 7.23746  0.132
H -0.65461 6.93790 8.52528  0.091
H -0.69449 7.34804 6.79738  0.090
H 0.84651 7.33975 7.67391  0.085
H -1.07544 3.77571 7.77901  0.084
H -1.11333 4.18263 6.06032  0.095
H -2.00581 5.18595 7.22677  0.087
C 4.33864 -7.91659 -0.74438  -0.333
O 4.25251 -6.97486 -1.51591  -0.011
N 5.49137 -8.47017 -0.34222  -0.191
C 5.52961 -9.59154 0.57923  -0.048
C 6.74140 -7.92716 -0.84884  -0.032
H 3.44949 -8.39788 -0.30767  0.137
H 6.08372 -9.31669 1.47800  0.093
H 6.01913 -10.44477 0.10746  0.093
H 4.51945 -9.87780 0.86238  0.085
H 6.82997 -6.87555 -0.57336  0.086
H 6.76465 -7.99841 -1.93668  0.095
H 7.57681 -8.48173 -0.43135  0.089

Forces on atoms 1 to 3 (eV/Å):
-0.5141 -0.5237 -1.1365
0.4022 1.5335 -0.1427
-0.3332 -1.3610 0.2643

Values from the calculation:
**Total charge**: +1
**HOMO level**: -10.3 eV
**LUMO**: -0.086 Ha
**HOMO-LUMO gap**: 0.292 hartree

For each record above, in turn, the calculated max |F| values are 0.01309, 0.01789, 0.05628 Eh/bohr.